No. 1
Molecular formula: C5H9NO
Method: DFT, ωB97M-V with the def2-TZVPD basis set

Structure (XYZ):
```
16
Properties=species:S:1:pos:R:3:lowdin_charge:R:1
C -0.34 2.00 -0.36 0.009
N -0.20 0.83 0.20 -0.211
C -0.31 0.03 1.24 -0.065
C 0.80 -0.23 0.30 -0.156
C 0.78 -1.35 -0.71 -0.402
O 1.82 -1.90 -1.01 0.082
C -0.56 -1.83 -1.22 -0.011
H 0.58 2.46 1.80 0.059
H -1.18 2.62 -0.06 0.071
H 0.35 2.29 -1.13 0.074
H 0.45 1.80 2.17 0.046
H -1.13 -0.47 1.72 0.106
H 1.81 0.10 0.55 0.143
H -0.40 -2.58 -2.00 0.085
H -1.13 -2.29 -0.40 0.087
H -1.17 -1.00 -1.61 0.083
```

Total charge: 0
E_HOMO (spin up / spin down), eV: -7.85 / -7.85
Energy relative to the best compared isomer or geometry (same formula, charge and spin), kcal/mol: 128.8

---

No. 2
Molecular formula: C20H27NO6
Method: DFT, ωB97M-V with the def2-TZVPD basis set

Structure (XYZ):
```
54
Properties=species:S:1:pos:R:3:lowdin_charge:R:1
C -3.50 -3.77 -0.84 -0.104
C -3.05 -2.44 -1.43 -0.256
C -3.78 -1.24 -0.83 -0.189
C -3.37 -0.95 0.63 -0.125
C -1.94 -0.50 0.74 -0.178
C -0.97 -1.39 1.04 0.041
C 0.43 -1.06 1.10 -0.148
C 1.42 -1.98 1.28 0.029
C 2.80 -1.66 1.21 -0.360
O 3.70 -2.48 1.18 0.085
C 3.19 -0.16 1.20 -0.321
C 3.83 0.18 2.54 0.037
O 4.21 0.02 0.19 0.085
C 3.74 0.06 -1.05 -0.475
O 2.56 0.02 -1.31 0.137
C 4.85 0.21 -2.06 -0.127
C 5.45 1.62 -1.96 -0.077
C 2.07 0.85 0.91 -0.311
O 2.33 2.03 0.76 0.112
C 0.71 0.33 0.89 -0.056
C -0.30 1.19 0.59 0.036
N -1.60 0.82 0.48 0.014
C -2.56 1.83 0.06 -0.237
C -2.71 2.92 1.14 -0.205
O -3.24 2.40 2.34 -0.035
C -2.17 2.42 -1.31 -0.204
O -2.02 1.42 -2.28 -0.035
H -4.57 -3.90 -0.96 0.074
H -3.00 -4.59 -1.36 0.072
H -3.25 -3.84 0.21 0.059
H -1.97 -2.32 -1.30 0.101
H -3.25 -2.45 -2.51 0.109
H -3.57 -0.37 -1.45 0.092
H -4.85 -1.42 -0.85 0.116
H -4.04 -0.21 1.07 0.114
H -3.48 -1.86 1.21 0.114
H -1.24 -2.42 1.23 0.125
H 1.17 -3.03 1.38 0.120
H 4.16 1.22 2.54 0.095
H 3.11 0.04 3.34 0.103
H 4.68 -0.47 2.70 0.098
H 4.44 0.04 -3.05 0.120
H 5.62 -0.53 -1.84 0.125
H 5.86 1.78 -0.97 0.078
H 6.24 1.74 -2.70 0.073
H 4.68 2.37 -2.14 0.082
H -0.06 2.23 0.42 0.142
H -3.53 1.35 -0.05 0.137
H -3.44 3.66 0.80 0.134
H -1.75 3.42 1.32 0.127
H -2.58 1.82 2.75 0.095
H -2.99 3.06 -1.66 0.134
H -1.27 3.04 -1.23 0.127
H -1.18 0.96 -2.14 0.100
```

SMILES: CCCCC1=CC2=CC(=O)[C@@](C)(OC(=O)CC)C(=O)C2=CN1C(CO)CO
Total charge: 0
E_HOMO, eV: -7.72
Energy relative to the best compared isomer or geometry (same formula, charge and spin), kcal/mol: 25.2

---

No. 3
Molecular formula: C24H47IrO3P
Method: DFT, ωB97M-V with the def2-TZVPD basis set

Structure (XYZ):
```
76
Properties=species:S:1:pos:R:3:lowdin_charge:R:1
Ir -0.14 0.78 -1.53 1.345
C -1.65 -1.76 -2.82 0.026
O -0.37 -1.09 -2.63 -0.284
C 0.42 -1.06 -3.84 -0.119
C 1.72 -0.45 -3.47 -0.093
O 1.50 0.83 -2.80 -0.278
C 1.46 2.05 -3.64 -0.071
C 0.10 2.25 -4.21 -0.136
O -0.80 2.16 -3.08 -0.341
C -2.21 2.41 -3.40 0.018
H -1.46 -2.79 -3.11 0.134
H -2.18 -1.74 -1.88 0.058
H -2.23 -1.26 -3.59 0.120
H 0.59 -2.08 -4.20 0.172
H -0.13 -0.52 -4.62 0.138
H 2.24 -1.07 -2.76 0.125
H 2.35 -0.31 -4.34 0.170
H 1.73 2.86 -2.96 0.154
H 2.22 1.99 -4.42 0.164
H 0.04 3.24 -4.66 0.167
H -0.19 1.52 -4.96 0.137
H -2.28 3.36 -3.92 0.120
H -2.59 1.61 -4.04 0.110
H -2.76 2.45 -2.47 0.096
C 0.78 2.50 4.28 -0.192
C 2.02 2.03 3.53 -0.166
C 1.72 1.63 2.06 -0.180
C 0.38 0.86 2.10 -0.374
C -0.77 1.83 2.38 -0.182
C -0.32 2.98 3.37 -0.155
P 0.10 -0.16 0.58 1.022
C -1.56 -0.77 0.57 -0.454
C -2.35 0.38 -0.06 -0.180
C -3.70 -0.09 -0.62 -0.141
C -4.20 -1.33 0.18 -0.144
C -3.76 -1.31 1.65 -0.141
C -2.22 -1.35 1.82 -0.139
C 1.28 -1.55 0.61 -0.386
C 2.66 -1.18 0.03 -0.205
C 3.62 -2.36 0.22 -0.161
C 3.87 -2.62 1.73 -0.151
C 2.74 -2.09 2.64 -0.169
C 1.37 -2.26 1.99 -0.165
H 1.06 3.33 4.96 0.133
H 0.42 1.73 4.97 0.126
H 2.52 1.23 4.07 0.117
H 2.77 2.84 3.46 0.131
H 2.56 1.06 1.69 0.083
H 1.62 2.51 1.41 0.122
H 0.44 0.10 2.88 0.125
H -1.61 1.31 2.83 0.110
H -1.11 2.31 1.46 0.094
H -1.18 3.32 3.93 0.124
H 0.02 3.83 2.76 0.121
H -1.50 -1.57 -0.19 0.098
H -1.69 0.90 -0.94 0.022
H -2.49 1.17 0.68 0.117
H -3.63 -0.34 -1.68 0.099
H -4.41 0.73 -0.56 0.132
H -3.86 -2.25 -0.29 0.120
H -5.29 -1.35 0.13 0.134
H -4.20 -2.15 2.18 0.130
H -4.16 -0.41 2.13 0.128
H -1.87 -2.37 1.97 0.130
H -1.94 -0.80 2.72 0.110
H 0.81 -2.23 -0.12 0.115
H 3.09 -0.31 0.53 0.102
H 2.56 -0.92 -1.02 0.064
H 4.56 -2.14 -0.29 0.121
H 3.21 -3.25 -0.27 0.121
H 4.81 -2.16 2.03 0.120
H 4.01 -3.69 1.89 0.120
H 2.92 -1.04 2.89 0.103
H 2.75 -2.63 3.58 0.128
H 0.59 -1.93 2.68 0.095
H 1.18 -3.33 1.83 0.135
```

Total charge: +3
E_HOMO (spin up / spin down), eV: -17.94 / -17.94

---

No. 4
Molecular formula: C35H55BCoN8OS4
Method: DFT, ωB97M-V with the def2-TZVPD basis set

Structure (XYZ):
```
105
Properties=species:S:1:pos:R:3:lowdin_charge:R:1
Co 2.07 2.34 0.88 0.165
C 2.24 -3.91 -0.05 -0.001
C 0.85 -3.39 -0.16 -0.179
C -0.24 -4.18 -0.47 0.120
C -1.54 -3.64 -0.57 -0.153
N -1.77 -2.36 -0.28 0.224
N -0.74 -1.62 0.02 0.016
B -0.49 -0.14 0.42 -0.775
N -0.98 0.87 -0.62 0.025
N -1.48 0.29 -1.70 0.183
C -2.01 0.99 -2.66 -0.176
C -2.14 2.40 -2.54 0.114
C -1.56 3.04 -1.47 -0.221
C -1.63 4.51 -1.28 -0.046
C -0.90 2.22 -0.50 -0.516
S -0.11 2.96 0.82 0.775
C -2.48 0.25 -3.88 -0.545
C -4.01 0.30 -3.94 -0.012
C -2.00 -1.20 -3.80 -0.051
C -1.89 0.91 -5.14 -0.023
N -0.97 0.18 1.84 0.002
N -2.27 -0.07 1.95 0.208
C -2.91 0.10 3.08 -0.161
C -2.21 0.58 4.21 0.123
C -0.86 0.85 4.13 -0.215
C -0.08 1.39 5.27 -0.039
C -0.22 0.62 2.87 -0.551
S 1.48 0.86 2.75 0.855
C -4.37 -0.26 3.14 -0.545
C -4.87 -0.66 1.75 -0.041
C -5.19 0.93 3.66 -0.018
C -4.51 -1.45 4.11 -0.016
C 0.53 -2.05 0.03 -0.393
S 1.42 -0.58 0.33 1.093
C -2.69 -4.49 -1.05 -0.542
C -2.81 -5.75 -0.18 -0.019
C -2.36 -4.92 -2.49 -0.009
C -3.99 -3.70 -1.02 -0.035
H 2.25 -4.83 0.53 0.111
H 2.89 -3.18 0.43 0.068
H 2.64 -4.16 -1.03 0.114
H -0.09 -5.24 -0.64 0.143
H -2.67 2.96 -3.28 0.140
H -2.15 4.98 -2.10 0.099
H -0.63 4.94 -1.20 0.087
H -2.15 4.74 -0.35 0.099
H -4.45 -0.16 -3.06 0.090
H -4.35 -0.25 -4.81 0.101
H -4.38 1.32 -4.03 0.090
H -2.39 -1.67 -2.90 0.046
H -0.92 -1.24 -3.78 0.090
H -2.35 -1.75 -4.67 0.100
H -2.28 1.91 -5.30 0.086
H -2.16 0.31 -6.01 0.100
H -0.81 0.95 -5.08 0.094
H -2.72 0.74 5.14 0.142
H -0.67 1.38 6.18 0.105
H 0.22 2.41 5.05 0.106
H 0.83 0.81 5.42 0.084
H -4.81 0.18 1.07 0.088
H -5.91 -0.97 1.82 0.102
H -4.27 -1.47 1.36 0.058
H -5.04 1.81 3.03 0.095
H -4.92 1.20 4.68 0.085
H -6.24 0.68 3.65 0.103
H -3.93 -2.30 3.76 0.093
H -5.55 -1.75 4.15 0.103
H -4.20 -1.20 5.11 0.088
H -1.95 -6.40 -0.28 0.084
H -3.68 -6.32 -0.51 0.103
H -2.94 -5.50 0.87 0.095
H -1.42 -5.45 -2.55 0.087
H -2.32 -4.07 -3.16 0.076
H -3.15 -5.59 -2.84 0.105
H -4.24 -3.41 -0.01 0.075
H -4.80 -4.30 -1.42 0.102
H -3.90 -2.80 -1.62 0.069
S 3.10 4.20 0.08 0.715
C 4.84 4.09 0.02 -0.732
N 5.43 4.07 -1.17 0.038
C 6.87 4.05 -1.34 -0.133
C 7.53 3.43 -0.11 -0.139
C 6.99 4.10 1.15 -0.132
N 5.54 4.04 1.14 0.044
H 4.86 4.19 -1.99 0.149
H 7.23 5.07 -1.50 0.142
H 7.10 3.47 -2.23 0.136
H 8.61 3.57 -0.17 0.134
H 7.32 2.36 -0.08 0.109
H 7.32 5.15 1.20 0.142
H 7.35 3.59 2.04 0.134
H 5.05 4.14 2.01 0.148
C 4.82 -0.61 -0.72 -0.134
C 5.31 -0.67 0.73 -0.112
C 4.67 0.56 1.40 -0.173
O 3.80 1.16 0.42 -0.372
C 4.33 0.82 -0.87 -0.183
H 4.00 -1.31 -0.88 0.081
H 5.60 -0.85 -1.44 0.130
H 6.40 -0.60 0.78 0.123
H 5.02 -1.59 1.22 0.114
H 5.43 1.29 1.70 0.120
H 4.06 0.31 2.27 0.081
H 5.17 1.49 -1.11 0.115
H 3.54 0.95 -1.60 0.130
```

Multiplicity: 5
Total charge: +3
E_HOMO (spin up / spin down), eV: -16.10 / -16.29
Energy relative to the best compared isomer or geometry (same formula, charge and spin), kcal/mol: 18.5